{
  "formula": "C33H24BrN4O7S3SbSe4Tc",
  "method": "ωB97M-V/def2-TZVPD",
  "spin_multiplicity": 1,
  "lumo_ha": [-0.23147, -0.23152],
  "orbital_gap_ev": [2.6, 2.6],
  "e_above_lowest_kcal_mol": 203.42,
  "charge": 1,
  "total_energy_ha": -15712.38212,
  "e_homo_ha": [-0.327, -0.327],
  "elements": ["Sb", "Tc", "Br", "Se", "Se", "Se", "Se", "S", "S", "S", "O", "O", "O", "O", "O", "O", "O", "N", "N", "N", "N", "C", "C", "C", "C", "C", "C", "C", "C", "C", "C", "C", "C", "C", "C", "C", "C", "C", "C", "C", "C", "C", "C", "C", "C", "C", "C", "C", "C", "C", "C", "C", "C", "C", "H", "H", "H", "H", "H", "H", "H", "H", "H", "H", "H", "H", "H", "H", "H", "H", "H", "H", "H", "H", "H", "H", "H", "H"],
  "xyz": [[3.055, 2.330, 2.793], [-0.787, 0.963, 1.950], [-0.353, -7.714, -4.719], [4.114, 2.891, 4.807], [0.881, 1.715, 3.116], [4.597, 2.717, 1.011], [-1.121, 1.327, 4.009], [-0.624, 3.112, -0.612], [-3.643, 0.241, 3.370], [-2.536, 0.664, 0.389], [-4.135, -0.434, 4.523], [-2.482, -0.441, 2.735], [-1.394, -0.258, 0.601], [0.239, -0.997, 2.759], [-3.362, 1.669, 3.598], [-2.564, 1.104, -0.980], [-2.315, 1.858, 1.274], [2.838, -5.212, 0.819], [0.149, 1.932, 0.253], [3.095, -5.849, -0.178], [2.032, -0.503, 0.575], [0.095, -6.594, -2.152], [-0.341, 4.741, 0.122], [2.355, 3.066, -4.045], [0.118, 2.788, -3.213], [-1.102, 5.760, -0.440], [2.590, -0.410, -0.621], [0.868, -6.131, -1.117], [-6.066, -0.314, 2.165], [2.099, -7.261, -3.359], [2.877, -6.819, -2.317], [0.741, 6.316, 1.566], [-6.248, -0.681, -0.212], [-6.816, -0.675, 1.053], [1.066, -1.827, 2.363], [2.281, -2.880, 0.479], [-4.918, -0.326, -0.390], [2.764, -2.769, -0.829], [-0.927, 7.061, 0.003], [1.928, -4.074, 2.647], [1.815, -1.701, 1.104], [2.315, -4.102, 1.265], [2.274, -6.219, -1.199], [1.033, 2.705, -4.255], [2.881, -1.528, -1.403], [0.549, 3.243, -1.976], [1.270, -3.014, 3.153], [0.556, 5.011, 1.131], [0.011, 7.342, 0.986], [1.865, 3.618, -1.758], [-4.752, 0.073, 1.991], [0.712, -7.137, -3.281], [-4.174, 0.044, 0.720], [2.774, 3.525, -2.803], [1.080, 4.218, 1.630], [1.138, 1.959, 0.069], [-4.449, -0.326, -1.363], [2.230, 3.986, -0.808], [0.165, 8.362, 1.310], [3.062, -3.648, -1.386], [0.850, -3.033, 4.149], [-7.848, -0.969, 1.181], [2.885, 0.582, -0.948], [-0.914, 2.491, -3.352], [1.468, 6.502, 2.345], [3.233, -1.401, -2.417], [-0.983, -6.544, -2.101], [-1.526, 7.855, -0.423], [0.409, -5.721, -0.226], [0.706, 2.346, -5.221], [2.073, -4.970, 3.235], [-6.478, -0.339, 3.165], [-1.821, 5.525, -1.217], [2.552, -7.713, -4.230], [-6.838, -0.975, -1.069], [3.803, 3.788, -2.592], [3.956, -6.900, -2.348], [3.071, 2.977, -4.852]],
  "lowdin_charge": [0.005, 0.821, 0.861, -0.040, 0.037, -0.070, 0.635, 1.135, 0.457, 0.544, -0.245, -0.514, -0.423, -0.065, -0.456, -0.313, -0.484, 0.175, -0.404, 0.175, 0.160, -0.089, -0.376, -0.070, -0.071, -0.080, -0.072, 0.030, -0.023, -0.086, 0.032, -0.046, -0.046, -0.041, -0.268, -0.063, -0.037, 0.023, -0.063, 0.038, -0.124, -0.142, -0.254, -0.070, 0.004, -0.364, 0.082, -0.090, -0.061, -0.091, -0.213, -0.643, -0.220, -0.061, 0.028, -0.027, 0.117, 0.080, 0.111, 0.110, 0.149, 0.116, 0.096, 0.113, 0.117, 0.123, 0.117, 0.111, 0.129, 0.109, 0.134, 0.127, 0.115, 0.118, 0.114, 0.111, 0.135, 0.109]
}

***

{
  "formula": "C4H9NS",
  "method": "ωB97M-V/def2-TZVPD",
  "spin_multiplicity": 1,
  "lumo_ha": 0.02251,
  "orbital_gap_ev": 8.7,
  "e_above_lowest_kcal_mol": 132.01,
  "total_energy_ha": -610.54332,
  "e_homo_ha": -0.296,
  "elements": ["S", "N", "C", "C", "C", "C", "H", "H", "H", "H", "H", "H", "H", "H", "H"],
  "xyz": [[-1.656, 2.809, 1.076], [0.282, 1.303, -0.318], [0.238, -1.028, -0.971], [-0.559, -1.456, 0.489], [1.075, 0.103, -0.356], [-0.312, 1.877, 0.714], [0.289, -1.967, 1.263], [1.583, 0.129, 0.648], [0.642, -1.822, -1.815], [-0.883, -0.568, -1.553], [-1.302, -2.342, 0.403], [0.035, 1.786, -1.377], [-0.979, -0.323, 1.188], [1.688, 0.177, -1.191], [-0.142, 1.323, 1.799]],
  "lowdin_charge": [0.493, -0.125, -0.213, -0.157, -0.310, -0.826, 0.092, 0.146, 0.139, 0.173, 0.046, 0.243, 0.140, 0.074, 0.084]
}

***

{
  "formula": "C20H30CaO16Pt",
  "method": "ωB97M-V/def2-TZVPD",
  "spin_multiplicity": 3,
  "lumo_ha": [-0.34337, -0.41218],
  "orbital_gap_ev": [4.9, 3.0],
  "charge": 2,
  "total_energy_ha": -2780.23622,
  "e_homo_ha": [-0.524, -0.524],
  "s_squared": 2.01,
  "elements": ["Pt", "Ca", "O", "O", "O", "O", "O", "O", "O", "O", "O", "O", "O", "O", "O", "O", "O", "O", "C", "C", "C", "C", "C", "C", "C", "C", "C", "C", "C", "C", "C", "C", "C", "C", "C", "C", "C", "C", "H", "H", "H", "H", "H", "H", "H", "H", "H", "H", "H", "H", "H", "H", "H", "H", "H", "H", "H", "H", "H", "H", "H", "H", "H", "H", "H", "H", "H", "H"],
  "xyz": [[-3.125, -2.390, 1.684], [-1.010, -2.031, 4.792], [-1.571, 1.445, -2.274], [2.902, -0.458, -4.205], [-1.822, 6.890, 4.445], [-2.636, -3.442, 3.686], [-1.267, -4.636, 4.898], [-1.797, -1.078, 0.625], [-1.404, 5.019, 3.288], [-3.503, 2.218, -1.531], [-0.975, -1.665, 2.501], [4.108, -3.057, 1.752], [2.904, -2.141, -5.651], [-1.972, 3.673, -2.304], [4.226, -0.814, 2.087], [5.086, -1.773, 0.261], [-3.372, 6.026, 3.037], [3.668, -0.116, -6.302], [2.286, -2.627, -4.468], [-2.214, 2.832, 2.739], [1.706, -1.365, -2.330], [-2.038, 4.270, 2.273], [2.765, -1.640, -3.389], [4.830, 0.258, 1.287], [-2.474, 0.356, -2.437], [-2.627, -5.884, 3.375], [5.750, 0.150, -1.053], [5.756, -0.476, 0.325], [-4.977, 0.604, -2.639], [4.450, -1.961, 1.435], [-0.852, -0.943, 1.470], [-2.285, 2.567, -2.043], [-2.137, -4.619, 4.023], [0.299, -0.070, 1.172], [-2.196, 6.058, 3.703], [-3.778, 0.830, -1.754], [-3.316, 5.088, 1.977], [3.209, -0.828, -5.480], [2.171, -0.624, -1.668], [-2.002, -5.921, 2.476], [0.890, -0.851, -2.831], [-2.868, 2.292, 2.041], [4.003, 0.693, 0.730], [-2.647, 0.304, -3.516], [0.134, 0.984, 0.976], [1.167, -0.390, 1.752], [6.801, -0.658, 0.575], [-4.892, 1.317, -3.469], [1.203, -2.498, -4.535], [-3.915, 0.401, -0.756], [5.330, 0.915, 1.989], [-3.684, -5.767, 3.150], [-2.063, -0.591, -2.101], [0.644, -0.428, 0.183], [-2.441, -6.736, 4.017], [-5.946, 0.803, -2.192], [-3.252, 5.641, 1.040], [3.774, -1.879, -3.049], [-4.905, -0.354, -3.157], [6.141, 1.163, -0.870], [6.214, -0.419, -1.846], [2.621, -3.645, -4.296], [-1.435, 4.271, 1.362], [-4.166, 4.410, 1.888], [-2.490, 2.753, 3.786], [4.770, 0.532, -1.374], [-1.284, 2.301, 2.497], [1.529, -2.287, -1.780]],
  "lowdin_charge": [1.295, 1.763, 0.052, 0.058, 0.206, -0.318, 0.007, -0.060, 0.071, 0.065, -0.235, 0.145, 0.072, 0.205, 0.042, 0.074, 0.084, 0.199, -0.094, -0.030, -0.029, -0.322, -0.313, -0.050, -0.097, 0.043, -0.023, -0.287, -0.015, -0.608, -0.608, -0.560, -0.645, 0.070, -0.542, -0.330, -0.079, -0.551, 0.067, 0.112, 0.088, 0.076, 0.125, 0.141, 0.115, 0.106, 0.164, 0.108, 0.134, 0.125, 0.143, 0.097, 0.117, 0.101, 0.110, 0.091, 0.140, 0.156, 0.095, 0.104, 0.096, 0.141, 0.151, 0.131, 0.090, 0.079, 0.052, 0.092]
}

***

{
  "formula": "CH16O7",
  "method": "ωB97M-V/def2-TZVPD",
  "spin_multiplicity": 1,
  "lumo_ha": 0.00630,
  "orbital_gap_ev": 10.5,
  "e_above_lowest_kcal_mol": 0.00,
  "smiles": "CO.O.O.O.O.O.O",
  "total_energy_ha": -574.37787,
  "e_homo_ha": -0.378,
  "elements": ["O", "O", "O", "O", "O", "O", "O", "C", "H", "H", "H", "H", "H", "H", "H", "H", "H", "H", "H", "H", "H", "H", "H", "H"],
  "xyz": [[2.089, 0.431, -0.022], [2.624, 1.871, 2.191], [0.356, -2.209, 0.243], [-1.532, -0.333, 1.353], [0.834, 0.709, -2.544], [-1.751, 0.685, -1.182], [-1.114, -1.921, -2.209], [-1.017, 0.703, 2.195], [-2.032, 0.459, -0.270], [1.696, 0.594, -0.901], [0.771, -3.072, 0.357], [-0.072, 1.046, 1.809], [-0.910, -1.069, 1.351], [2.488, 1.455, 1.314], [-1.558, 1.630, 2.083], [1.731, -0.417, 0.280], [-0.950, 0.360, 3.238], [-1.634, -1.114, -2.085], [0.059, -2.195, -0.692], [-2.155, 1.533, -1.389], [0.759, -0.220, -2.281], [-0.072, 1.022, -2.348], [-1.729, -2.623, -2.497], [3.120, 2.673, 2.006]],
  "lowdin_charge": [-0.059, -0.095, -0.056, -0.151, -0.056, -0.063, -0.058, -0.117, 0.039, 0.015, 0.062, 0.056, 0.046, -0.025, 0.076, 0.031, 0.093, 0.018, 0.022, 0.065, 0.027, 0.033, 0.074, 0.022]
}

***

{
  "formula": "H20O10",
  "method": "ωB97M-V/def2-TZVPD",
  "spin_multiplicity": 1,
  "lumo_ha": -0.00658,
  "orbital_gap_ev": 11.2,
  "e_above_lowest_kcal_mol": 82.84,
  "smiles": "O.O.O.O.O.O.O.O.O.O",
  "total_energy_ha": -764.34990,
  "e_homo_ha": -0.419,
  "elements": ["O", "O", "O", "O", "O", "O", "O", "O", "O", "O", "H", "H", "H", "H", "H", "H", "H", "H", "H", "H", "H", "H", "H", "H", "H", "H", "H", "H", "H", "H"],
  "xyz": [[-0.561, -6.840, 22.495], [-5.209, -11.086, 25.881], [-3.648, -16.889, 22.400], [-6.887, -6.567, 22.865], [-7.791, -10.483, 21.403], [-4.024, -12.490, 21.406], [-8.969, -15.760, 22.464], [-0.801, -10.892, 15.893], [-6.803, -12.359, 17.517], [-3.207, -7.838, 19.587], [-1.214, -7.434, 22.125], [-0.835, -5.971, 22.203], [-6.444, -6.725, 23.698], [-7.908, -10.429, 20.454], [-5.782, -11.477, 25.221], [-4.829, -11.973, 21.423], [-8.665, -10.679, 21.741], [-8.115, -16.069, 22.162], [-2.939, -7.280, 18.856], [-1.150, -11.445, 16.593], [-4.153, -7.706, 19.656], [-5.374, -11.596, 26.674], [-6.573, -13.277, 17.374], [-3.493, -16.068, 21.932], [-6.121, -11.867, 17.059], [-7.038, -7.441, 22.504], [-3.347, -11.871, 21.132], [-2.779, -17.277, 22.498], [-8.922, -14.807, 22.383], [0.119, -10.767, 16.123]],
  "lowdin_charge": [-0.054, -0.054, -0.055, -0.054, -0.052, -0.052, -0.052, -0.055, -0.055, -0.053, 0.019, 0.027, 0.031, 0.031, 0.025, 0.020, 0.031, 0.029, 0.032, 0.026, 0.028, 0.029, 0.030, 0.024, 0.028, 0.016, 0.029, 0.028, 0.023, 0.029]
}

***

{
  "formula": "C18H38BeF5N4O10S4",
  "method": "ωB97M-V/def2-TZVPD",
  "spin_multiplicity": 1,
  "lumo_ha": 0.02798,
  "orbital_gap_ev": 7.0,
  "e_above_lowest_kcal_mol": 0.00,
  "charge": -1,
  "total_energy_ha": -3786.78596,
  "e_homo_ha": -0.231,
  "elements": ["S", "S", "S", "S", "F", "F", "F", "F", "F", "O", "O", "O", "O", "O", "O", "O", "O", "O", "O", "N", "N", "N", "N", "C", "C", "C", "C", "C", "C", "C", "C", "C", "C", "C", "C", "C", "C", "C", "C", "C", "C", "Be", "H", "H", "H", "H", "H", "H", "H", "H", "H", "H", "H", "H", "H", "H", "H", "H", "H", "H", "H", "H", "H", "H", "H", "H", "H", "H", "H", "H", "H", "H", "H", "H", "H", "H", "H", "H", "H", "H"],
  "xyz": [[0.719, 5.375, 0.088], [3.158, 1.986, 1.551], [0.928, 4.253, -2.108], [4.140, 1.874, -0.677], [1.772, 1.657, 2.307], [3.630, 1.417, -2.131], [1.751, 5.872, 1.242], [0.550, -0.092, -3.075], [2.085, 4.489, -3.186], [4.377, 3.262, -0.857], [3.178, 3.404, 1.627], [-0.117, 6.503, -0.182], [5.264, 1.008, -0.542], [-0.580, 1.668, 0.871], [0.947, 2.806, -2.055], [1.144, -1.686, 0.666], [0.062, 4.230, 0.651], [-0.202, 4.892, -2.705], [4.038, 1.211, 2.376], [1.815, 5.077, -0.956], [-1.815, 1.042, 1.050], [1.208, -2.229, -0.634], [2.765, 1.346, 0.183], [2.991, -3.802, 0.107], [-0.440, -4.004, -0.084], [0.149, -3.434, -2.497], [-4.066, 0.528, 0.241], [1.457, -4.185, -2.686], [-2.437, 1.668, -1.260], [-2.356, 1.555, 3.413], [-0.034, -2.882, -1.074], [2.569, -2.763, -0.920], [-4.444, -0.030, 1.595], [-2.068, 0.471, 2.358], [-3.334, 2.902, 0.711], [-1.231, -1.908, -1.129], [2.662, -3.314, -2.356], [3.551, -1.606, -0.921], [-0.856, -0.346, 2.808], [-3.222, -0.556, 2.372], [-2.888, 1.532, 0.196], [1.050, 0.530, -0.961], [-0.969, -0.746, 3.819], [-3.412, 1.830, 3.382], [1.401, -5.132, -2.141], [2.766, -3.480, 1.124], [-1.685, 2.443, -1.413], [-1.391, -1.510, -2.132], [-3.422, -0.691, 3.435], [-2.848, -1.475, 1.919], [-0.534, 2.301, 1.602], [0.370, -4.422, 0.521], [3.848, -1.281, 0.077], [-1.124, -3.675, 0.702], [-2.100, 0.717, -1.672], [-0.620, -1.099, 2.060], [0.041, 0.258, 2.969], [-5.148, -0.852, 1.436], [-5.055, 0.728, 2.095], [4.020, -4.155, 0.047], [-1.119, -1.054, -0.457], [2.818, -2.526, -3.092], [-2.126, -2.505, -0.948], [1.091, -2.484, 1.215], [-4.087, 3.415, 0.098], [1.609, -4.482, -3.727], [4.511, -1.884, -1.371], [-3.316, 2.070, -1.767], [3.530, -3.972, -2.428], [-2.169, 1.281, 4.451], [-3.823, 2.878, 1.684], [-2.570, 3.684, 0.737], [-0.737, -4.055, -2.663], [-3.653, -0.294, -0.355], [2.424, -4.729, -0.030], [-4.933, 0.961, -0.256], [0.005, -2.667, -3.260], [-0.903, -4.816, -0.643], [3.296, -0.794, -1.605], [-1.852, 2.494, 3.171]],
  "lowdin_charge": [0.445, 0.449, 0.555, 0.535, -0.203, -0.198, -0.203, -0.495, -0.195, -0.219, -0.233, -0.282, -0.251, -0.036, -0.329, -0.044, -0.307, -0.255, -0.254, -0.253, -0.117, -0.095, -0.263, -0.026, -0.024, -0.139, -0.130, -0.174, -0.006, -0.022, -0.478, -0.492, -0.177, -0.508, -0.028, -0.042, -0.122, -0.062, -0.035, -0.114, -0.499, 0.935, 0.091, 0.066, 0.108, 0.082, 0.072, 0.069, 0.119, 0.110, 0.076, 0.066, 0.085, 0.076, 0.066, 0.060, 0.071, 0.105, 0.105, 0.095, 0.054, 0.129, 0.087, 0.083, 0.086, 0.112, 0.102, 0.094, 0.123, 0.086, 0.063, 0.084, 0.119, 0.108, 0.072, 0.124, 0.112, 0.087, 0.055, 0.089]
}